A molecular structure, C56H48MnN5O3P2S. Source: the Open Molecules 2025 dataset; level of theory: ωB97M-V/def2-TZVPD.

Calculated values
HOMO level (alpha / beta)	-10.75 / -12.74	eV
HOMO-LUMO gap (alpha / beta)	5.38 / 7.39	eV
LUMO (alpha / beta)	-5.37 / -5.36	eV
<S²>	6.091

ORCA input file:
```
! RIJCOSX wB97M-V def2-TZVPD def2/J DEFGRID3
* xyz 2 5
Mn 0.070 0.012 -0.072
O -0.035 2.686 1.514
S -0.755 1.400 1.544
C -2.529 1.566 1.384
C -3.242 1.829 2.542
C -4.643 1.854 2.599
C -5.332 1.548 1.459
C -6.807 1.415 1.207
C -6.930 1.124 -0.308
C -5.511 1.085 -0.808
C -5.008 0.907 -2.064
C -3.618 1.027 -2.239
C -2.729 1.264 -1.208
P -0.980 1.520 -1.621
C -0.871 1.449 -3.430
C -0.339 0.359 -4.113
C -0.311 0.354 -5.501
C -0.807 1.434 -6.212
C -1.331 2.530 -5.537
C -1.358 2.542 -4.155
C -0.638 3.269 -1.281
C 0.686 3.686 -1.403
C 1.020 5.010 -1.189
C 0.034 5.926 -0.844
C -1.285 5.518 -0.730
C -1.625 4.190 -0.954
C -3.219 1.364 0.139
C -4.621 1.320 0.264
C -0.628 0.814 3.230
C -0.268 1.776 4.148
C -0.410 1.589 5.540
C -1.016 0.444 5.972
C -1.418 -0.017 7.348
C -2.045 -1.419 7.136
C -1.965 -1.659 5.652
C -2.350 -2.719 4.879
C -2.032 -2.691 3.506
C -1.424 -1.617 2.881
P -0.620 -1.906 1.282
C -1.651 -3.176 0.506
C -1.168 -4.423 0.127
C -2.011 -5.324 -0.510
C -3.332 -4.989 -0.759
C -3.819 -3.747 -0.373
C -2.981 -2.839 0.248
C 0.970 -2.672 1.745
C 1.849 -3.031 0.721
C 3.098 -3.552 1.014
C 3.492 -3.705 2.337
C 2.626 -3.350 3.360
C 1.368 -2.839 3.069
C -1.131 -0.452 3.651
C -1.364 -0.547 5.030
H -2.705 2.003 3.461
H -5.140 2.078 3.532
H -7.335 2.325 1.496
H -7.221 0.607 1.811
H -7.493 1.902 -0.824
H -7.442 0.181 -0.503
H -5.644 0.726 -2.920
H -3.229 0.948 -3.245
H 0.048 -0.494 -3.578
H 0.100 -0.500 -6.023
H -0.784 1.429 -7.294
H -1.712 3.377 -6.090
H -1.756 3.404 -3.638
H 1.458 2.974 -1.677
H 2.047 5.334 -1.294
H 0.294 6.962 -0.675
H -2.055 6.233 -0.476
H -2.660 3.884 -0.877
H 0.062 2.738 3.775
H -0.104 2.373 6.219
H -2.131 0.681 7.789
H -0.558 -0.050 8.017
H -3.077 -1.459 7.484
H -1.500 -2.192 7.679
H -2.833 -3.592 5.297
H -2.239 -3.581 2.925
H -0.147 -4.709 0.335
H -1.632 -6.292 -0.808
H -3.982 -5.693 -1.259
H -4.850 -3.484 -0.566
H -3.364 -1.865 0.538
H 1.544 -2.932 -0.314
H 3.759 -3.852 0.212
H 4.466 -4.115 2.570
H 2.923 -3.483 4.392
H 0.701 -2.580 3.882
N 2.310 1.113 2.149
N 3.471 1.121 1.380
C 3.485 0.570 0.158
N 4.625 0.533 -0.515
N 2.287 0.133 -0.302
N 2.228 -0.647 -1.394
O 1.058 -1.055 -1.583
O 3.142 -0.950 -2.116
H 1.944 2.056 2.241
H 2.486 0.679 3.046
H 4.299 1.591 1.715
H 5.488 0.813 -0.077
H 4.650 0.108 -1.426
C -2.010 -2.284 -2.672
C -2.283 -3.348 -3.535
C -1.280 -4.292 -3.869
C -1.561 -5.358 -4.693
C -2.844 -5.525 -5.214
C -3.845 -4.606 -4.904
C -3.576 -3.535 -4.083
H -2.779 -1.575 -2.399
H -1.027 -2.184 -2.232
H -0.284 -4.165 -3.462
H -0.784 -6.069 -4.940
H -3.061 -6.364 -5.860
H -4.838 -4.735 -5.314
H -4.356 -2.822 -3.844
*
```

=====

A molecular structure, C2H6N4O2. Source: the Open Molecules 2025 dataset; level of theory: ωB97M-V/def2-TZVPD.

Calculated values
relative energy (zero: lowest compared OMol25 entry of this formula, charge and spin)	713.2	kJ/mol
HOMO level	-8.85	eV
HOMO-LUMO gap	8.66	eV
LUMO	-0.19	eV

ORCA input file:
```
! RIJCOSX wB97M-V def2-TZVPD def2/J DEFGRID3
* xyz 0 1
C -1.410 -0.201 -0.289
C 0.962 0.530 -0.229
H -3.126 -0.841 -0.034
H -1.941 -1.960 1.187
H -1.388 1.602 0.166
H 1.214 2.249 0.221
H 2.971 0.662 -0.037
H 1.786 -1.914 -0.492
N -2.097 -1.253 -0.078
N -1.968 0.902 0.100
N 0.404 1.763 -0.002
N 2.189 0.052 -0.184
O -0.002 -0.443 -0.565
O 2.404 -1.148 0.235
*
```